No. 1
Density functional theory data (the ωB97M-V functional and the def2-TZVPD basis) for a cluster of 2 separate species, C18H28O7S in total.

Last column: natural (NBO) charge in e.
Geometry (Å):
C -4.59 -5.80 3.26  -0.2696
O -4.09 -4.44 3.30  -0.5488
C -3.08 -4.21 2.28  -0.0687
C -3.74 -3.95 0.81  -0.4304
C -2.52 -4.10 -0.24  -0.4144
C -2.70 -3.19 -1.57  -0.4123
C -1.47 -2.19 -1.83  -0.4048
C -1.59 -0.80 -1.00  -0.4095
C -1.93 0.47 -1.95  -0.4048
C -0.72 1.56 -1.98  -0.4104
C -1.23 3.00 -1.50  -0.4496
C -0.36 3.69 -0.36  -0.0312
C -0.80 3.95 0.96  -0.2323
S -2.41 3.57 1.77  0.0012
C 0.33 4.70 1.80  0.7647
O 0.50 4.84 3.01  -0.4820
O 1.14 5.24 0.72  -0.5332
C 1.14 4.25 -0.34  0.7787
O 2.15 3.97 -0.98  -0.5159
H -5.35 -5.88 2.40  0.1692
H -3.78 -6.59 3.08  0.1715
H -5.12 -6.10 4.24  0.2021
H -2.26 -5.01 2.26  0.1724
H -2.57 -3.22 2.56  0.1915
H -4.17 -2.89 0.76  0.2030
H -4.58 -4.71 0.63  0.2086
H -1.54 -3.86 0.30  0.1996
H -2.46 -5.22 -0.52  0.2112
H -3.71 -2.64 -1.48  0.2059
H -2.73 -3.92 -2.46  0.2128
H -0.47 -2.67 -1.50  0.2066
H -1.34 -1.97 -2.95  0.2049
H -2.45 -0.88 -0.24  0.2092
H -0.59 -0.56 -0.49  0.2025
H -2.13 0.03 -3.00  0.2085
H -2.92 0.92 -1.61  0.2063
H -0.45 1.67 -3.10  0.2195
H 0.22 1.18 -1.45  0.2209
H -2.30 2.90 -1.06  0.2441
H -1.34 3.69 -2.41  0.2428
H -3.14 4.75 1.73  0.1638
C 4.85 3.04 0.50  -0.6382
C 6.11 2.81 -0.31  0.0607
C 6.25 1.42 -0.85  -0.0933
O 7.66 1.29 -0.98  -0.4910
C 8.21 2.10 -0.04  0.9641
O 9.37 2.10 0.27  -0.5690
O 7.27 2.91 0.52  -0.4899
H 4.96 3.90 1.16  0.2346
H 3.99 3.20 -0.16  0.2441
H 4.62 2.18 1.14  0.2060
H 6.20 3.56 -1.10  0.1837
H 5.76 1.29 -1.82  0.2033
H 5.90 0.64 -0.16  0.1815

Results
Relative energy (zero: lowest compared OMol25 entry of this formula, charge and spin) (kcal/mol): 91.4
Multiplicity: 1
Net charge: 0
SMILES: COCCCCCCCCCC1=C(S)C(=O)OC1=O.C[C@@H]1COC(=O)O1
Strongest force on any atom (eV Å⁻¹): 5.1
E_tot (eV): -44283.3133
Highest occupied orbital energy (eV): -9.762
Lowest unoccupied orbital energy (Ha): -0.0509
Molecular weight (g mol⁻¹): 388.5

***

No. 2
Density functional theory data (the ωB97M-V functional and the def2-TZVPD basis) for a cluster of 6 separate species, C18H29B2Cl20N5O7P in total.

Last column: Mulliken charge in e.
Geometry (Å):
C -2.10 -1.15 -0.49  -0.6851
C -1.83 -0.64 -1.90  -0.4803
C -0.62 -1.29 -2.57  -0.5312
C 0.64 -0.74 -1.95  -0.6550
O 1.78 -1.57 -2.32  -0.3992
C 2.89 -1.22 -1.71  0.5039
N 3.68 -0.24 -2.11  -0.6686
C 4.69 -0.22 -1.24  0.3731
N 5.71 0.64 -1.32  0.2378
C 6.86 0.62 -0.41  -1.4300
B 6.64 1.41 0.95  0.5204
O 7.50 1.25 2.01  -0.5522
O 5.58 2.24 1.04  -0.5081
P 5.70 1.86 -2.54  0.3923
O 6.61 2.95 -2.17  -0.5985
N 4.53 -1.16 -0.28  0.1805
B 5.30 -1.59 0.97  0.6994
N 4.93 -1.16 2.31  -0.6011
O 6.34 -2.40 0.76  -0.5648
N 3.36 -1.82 -0.61  0.2726
C 2.90 -2.95 0.19  -0.5113
C 1.67 -3.67 -0.33  0.0241
C 1.20 -4.77 0.61  -0.7426
C 2.32 -5.64 1.15  0.1252
O 3.08 -6.21 0.44  -0.5027
O 2.38 -5.78 2.49  -0.3622
C 2.67 -4.60 3.25  0.4837
C 2.75 -4.97 4.73  -1.2991
H -2.10 -2.24 -0.45  0.2427
H -1.36 -0.77 0.21  0.2590
H -3.07 -0.82 -0.13  0.0791
H -2.71 -0.82 -2.52  0.3833
H -1.70 0.44 -1.84  0.3406
H -0.62 -1.02 -3.62  0.3363
H -0.66 -2.37 -2.43  0.2665
H 0.56 -0.76 -0.86  0.2741
H 0.83 0.30 -2.23  0.4788
H 7.66 1.16 -0.92  0.4640
H 7.25 -0.39 -0.27  0.5741
H 7.91 0.37 2.02  0.3314
H 5.50 2.63 1.92  0.3158
H 4.37 2.25 -2.65  0.0967
H 6.05 1.14 -3.69  0.1103
H 5.12 -0.17 2.43  0.2611
H 3.93 -1.22 2.48  0.2652
H 6.54 -2.95 1.53  0.3430
H 2.70 -2.61 1.21  0.0639
H 3.70 -3.69 0.27  0.4370
H 1.88 -4.07 -1.32  0.5313
H 0.84 -2.97 -0.46  -0.1430
H 0.57 -4.42 1.42  0.4488
H 0.58 -5.44 0.01  0.4644
H 3.62 -4.19 2.90  -0.0520
H 1.88 -3.85 3.12  0.1504
H 2.72 -6.05 4.84  0.3367
H 3.67 -4.57 5.15  0.3443
H 1.92 -4.54 5.27  0.3030
C -5.70 1.56 0.06  0.2745
Cl -7.38 1.04 0.10  -0.0240
Cl -5.62 3.32 0.03  -0.0185
Cl -4.86 0.96 1.50  -0.1232
Cl -4.92 0.91 -1.39  -0.1072
C -7.52 6.71 -1.65  0.3275
Cl -8.19 7.64 -2.98  -0.0680
Cl -5.75 6.62 -1.80  -0.1185
Cl -7.92 7.51 -0.12  -0.0981
Cl -8.18 5.08 -1.65  -0.0571
C -10.94 -0.01 2.20  0.3477
Cl -10.53 1.65 1.76  -0.0843
Cl -12.00 -0.70 0.97  -0.0892
Cl -9.47 -0.97 2.32  -0.0975
Cl -11.77 -0.01 3.76  -0.0922
C -5.39 6.83 -6.80  0.3079
Cl -3.97 7.83 -7.14  -0.0998
Cl -5.27 5.32 -7.69  -0.1060
Cl -5.45 6.49 -5.06  0.0035
Cl -6.85 7.69 -7.28  -0.0987
C -3.38 3.87 4.20  0.3148
Cl -2.51 5.04 5.19  -0.0991
Cl -4.26 2.75 5.24  -0.0857
Cl -4.50 4.70 3.13  -0.0401
Cl -2.21 2.96 3.22  -0.0964

Results
Multiplicity: 1
Net charge: +1
Strongest force on any atom (eV Å⁻¹): 0.9
E_tot (eV): -302007.4935
Highest occupied orbital energy (eV): -12.379
Lowest unoccupied orbital energy (Ha): -0.0995
Molecular weight (g mol⁻¹): 1189.1

***

No. 3
Density functional theory data (the ωB97M-V functional and the def2-TZVPD basis) for the ion C18H29BCl3F3I2N2O6P with charge +1.

Last column: natural (NBO) charge in e.
Geometry (Å):
C -2.36 4.20 0.11  -0.6339
C -3.11 2.90 -0.11  -0.0514
O -2.27 1.97 -0.87  -0.7388
B -2.50 0.68 -0.81  1.3411
O -3.73 0.06 -0.82  -0.9513
N -1.30 -0.43 -0.96  -0.6099
C -1.48 -0.81 -2.45  1.1291
F -0.39 -1.27 -2.98  -0.2732
F -1.83 0.31 -3.08  -0.2860
F -2.45 -1.65 -2.59  -0.2707
C -1.82 -1.50 0.02  0.2088
O -2.20 -0.73 1.13  -0.7021
C -0.82 -2.62 0.33  0.2704
Cl -0.86 -3.68 -1.16  -0.0530
C -1.33 -3.61 1.42  -0.3155
I 0.32 -4.85 2.08  0.1440
C -2.17 -3.17 2.62  -0.4312
C -1.55 -2.38 3.77  -0.6214
O 0.44 -2.12 0.64  -0.5849
C 1.12 -1.11 -0.13  -0.0780
C 2.28 -0.61 0.74  -0.1297
Cl 3.53 0.19 -0.13  0.0530
C 2.45 -0.78 2.07  0.0165
C 1.51 -1.37 3.07  -0.6662
Cl 3.91 -0.24 2.80  0.0557
P 2.00 -2.29 -1.53  1.1190
C 2.87 -1.32 -2.81  -1.0105
O 3.28 -2.76 -0.63  -0.9747
C 0.16 0.08 -0.57  0.1570
I -0.06 1.34 1.28  0.2338
C 0.78 0.99 -1.64  -0.6826
C 0.94 2.50 -1.43  0.7473
O 0.10 3.28 -1.80  -0.5523
N 2.19 2.86 -0.89  -0.5028
C 3.19 2.82 -1.97  -0.4124
C 2.14 4.18 -0.26  -0.4159
H -2.51 4.89 -0.71  0.2294
H -1.30 4.02 0.26  0.2329
H -2.76 4.67 1.02  0.2256
H -3.37 2.42 0.84  0.1850
H -4.02 3.07 -0.68  0.1915
H -4.33 0.44 -1.47  0.5313
H -2.70 -1.96 -0.42  0.2551
H -3.14 -0.87 1.30  0.5146
H -1.90 -4.37 0.90  0.2518
H -2.57 -4.11 3.03  0.2369
H -3.05 -2.64 2.27  0.1882
H -2.24 -2.41 4.61  0.2293
H -1.43 -1.33 3.51  0.2096
H -0.61 -2.80 4.10  0.2244
H 1.69 -0.89 4.04  0.2405
H 1.69 -2.43 3.20  0.2471
H 0.48 -1.18 2.81  0.2316
H 3.41 -0.42 -2.53  0.2393
H 2.18 -1.09 -3.62  0.2383
H 3.61 -2.02 -3.21  0.2725
H 3.08 -3.63 -0.26  0.5104
H 1.79 0.61 -1.79  0.2964
H 0.29 0.92 -2.60  0.2541
H 3.13 3.72 -2.59  0.2011
H 3.02 1.96 -2.63  0.1968
H 4.19 2.74 -1.55  0.2188
H 2.23 5.00 -0.98  0.1951
H 2.95 4.26 0.46  0.2136
H 1.19 4.31 0.26  0.2116

Results
Multiplicity: 1
Net charge: +1
SMILES: CCOB(O)[N@+]1(C(F)(F)F)[C@H](O)[C@](Cl)([C@@H](I)CC)O[C@@](/C(Cl)=C(\C)Cl)(P(C)O)[C@@]1(I)CC(=O)N(C)C
Strongest force on any atom (eV Å⁻¹): 1.2
E_tot (eV): -106281.8630
Highest occupied orbital energy (eV): -11.072
Lowest unoccupied orbital energy (Ha): -0.1202
Molecular weight (g mol⁻¹): 828.4

***

No. 4
Density functional theory data (the ωB97M-V functional and the def2-TZVPD basis) for a cluster of 2 separate species, C18H29N2O in total.

Last column: natural (NBO) charge in e.
Geometry (Å):
C -3.62 -0.90 2.08  -0.4022
C -3.46 0.40 1.26  -0.4223
C -2.40 1.33 1.87  -0.2249
N -1.12 0.62 2.11  -0.2985
C 0.08 1.29 1.97  0.2622
C 1.34 0.67 1.91  -0.1332
C 1.47 -0.70 1.59  -0.1510
C 2.69 -1.32 1.58  -0.2029
C 3.84 -0.59 1.87  -0.1057
C 3.75 0.77 2.14  -0.2219
C 2.53 1.40 2.16  -0.1243
C -1.27 -0.61 2.93  -0.2309
C -2.25 -1.59 2.27  -0.4188
H -4.05 -0.67 3.06  0.2052
H -4.34 -1.58 1.60  0.2374
H -3.16 0.15 0.23  0.2305
H -4.43 0.91 1.18  0.2421
H -2.21 2.18 1.21  0.2238
H -2.74 1.75 2.83  0.2141
H 0.04 2.36 1.94  0.2245
H 0.59 -1.26 1.31  0.2269
H 2.76 -2.37 1.35  0.2398
H 4.80 -1.08 1.87  0.2375
H 4.65 1.33 2.35  0.2409
H 2.47 2.44 2.40  0.2256
H -0.30 -1.08 3.12  0.2350
H -1.64 -0.31 3.91  0.2211
H -2.35 -2.51 2.85  0.2405
H -1.86 -1.88 1.29  0.2147
C -2.76 -1.35 -3.44  -0.2466
O -2.06 -0.53 -2.53  -0.5525
C -1.40 0.54 -3.20  -0.0609
C -0.67 1.51 -2.26  -0.0685
C -0.12 2.75 -3.02  -0.4184
C 1.30 2.96 -2.50  -0.4197
C 1.73 1.59 -1.95  -0.2258
N 0.49 0.86 -1.59  -0.6270
H -3.22 -2.19 -2.90  0.1938
H -3.56 -0.77 -3.92  0.1686
H -2.08 -1.74 -4.19  0.1723
H -0.69 0.11 -3.91  0.1734
H -2.16 1.08 -3.77  0.1677
H -1.38 1.85 -1.49  0.1746
H -0.12 2.55 -4.10  0.2134
H -0.75 3.63 -2.88  0.2229
H 1.99 3.31 -3.28  0.2263
H 1.31 3.72 -1.71  0.1962
H 2.26 1.00 -2.70  0.1921
H 2.40 1.68 -1.09  0.1901
H 0.35 0.81 -0.58  0.3427

Results
Relative energy (zero: lowest compared OMol25 entry of this formula, charge and spin) (kcal/mol): 61.5
Multiplicity: 1
Net charge: +1
Strongest force on any atom (eV Å⁻¹): 3.8
E_tot (eV): -24157.1611
Highest occupied orbital energy (eV): -11.308
Lowest unoccupied orbital energy (Ha): -0.1821
Molecular weight (g mol⁻¹): 289.4

***

No. 5
Density functional theory data (the ωB97M-V functional and the def2-TZVPD basis) for a cluster of 2 separate species, C18H29N2P in total.

Last column: natural (NBO) charge in e.
Geometry (Å):
C -2.18 3.72 -2.05  -0.6221
C -2.01 2.25 -2.46  -0.6902
P -2.14 2.03 -4.30  0.5890
C -1.74 0.22 -4.50  -0.6867
C -0.31 -0.28 -4.78  -0.2385
C -0.24 -1.82 -4.66  -0.6119
C 0.78 0.41 -3.94  -0.6049
H -2.84 3.83 -1.19  0.2168
H -2.61 4.32 -2.85  0.2281
H -1.22 4.18 -1.80  0.2118
H -1.06 1.86 -2.07  0.1762
H -2.81 1.64 -2.03  0.2099
H -0.86 2.55 -4.62  -0.0460
H -2.38 -0.14 -5.31  0.2454
H -2.14 -0.27 -3.60  0.1810
H -0.11 -0.01 -5.82  0.2210
H -1.23 -2.27 -4.61  0.2069
H 0.27 -2.28 -5.51  0.2404
H 0.33 -2.11 -3.77  0.1798
H 1.65 -0.24 -3.82  0.2143
H 1.14 1.34 -4.39  0.2359
H 0.41 0.68 -2.94  0.1587
C -1.54 -2.05 -1.31  -0.4220
N -0.85 -1.65 -0.06  -0.2415
C -0.99 -2.40 1.04  0.1173
C -0.36 -2.05 2.22  -0.2106
C 0.42 -0.90 2.26  0.0317
C 0.55 -0.14 1.10  -0.2021
C -0.10 -0.53 -0.05  0.1198
C 1.11 -0.49 3.52  0.0393
C 2.46 -0.15 3.51  -0.2105
C 3.07 0.21 4.70  0.1222
N 2.38 0.25 5.84  -0.2395
C 1.07 -0.08 5.87  0.1063
C 0.41 -0.45 4.72  -0.1978
C 3.04 0.65 7.11  -0.4130
H -2.60 -2.14 -1.11  0.2479
H -1.13 -3.00 -1.65  0.2511
H -1.36 -1.29 -2.06  0.2543
H -1.60 -3.28 0.95  0.2567
H -0.48 -2.69 3.09  0.2633
H 1.14 0.77 1.08  0.2622
H -0.04 0.02 -0.97  0.2613
H 3.05 -0.18 2.61  0.2650
H 4.11 0.48 4.75  0.2559
H 0.58 -0.02 6.83  0.2584
H -0.64 -0.70 4.78  0.2637
H 2.92 -0.15 7.84  0.2503
H 2.58 1.56 7.48  0.2510
H 4.09 0.82 6.91  0.2443

Results
Relative energy (zero: lowest compared OMol25 entry of this formula, charge and spin) (kcal/mol): 0.0
Multiplicity: 1
Net charge: +2
Strongest force on any atom (eV Å⁻¹): 0.2
E_tot (eV): -31389.9737
Highest occupied orbital energy (eV): -12.749
Lowest unoccupied orbital energy (Ha): -0.2900
Molecular weight (g mol⁻¹): 304.4

***

No. 6
Density functional theory data (the ωB97M-V functional and the def2-TZVPD basis) for an isolated molecule of C18H29N3O2S.

Last column: natural (NBO) charge in e.
Geometry (Å):
C -5.16 -2.58 1.25  -0.6336
C -3.70 -2.91 1.00  -0.0745
H -3.60 -3.47 0.06  0.1991
H -3.27 -3.49 1.82  0.1887
O -2.90 -1.73 0.92  -0.5231
C -2.86 -1.10 -0.26  0.8249
O -3.44 -1.49 -1.24  -0.6166
C -2.07 0.21 -0.17  -0.1451
C -1.64 0.64 -1.57  -0.3982
C -0.60 -0.33 -2.15  -0.2220
N 0.55 -0.41 -1.27  -0.4455
C 0.15 -0.93 0.02  -0.2306
C -0.82 0.03 0.69  -0.3975
H -1.09 -0.34 1.68  0.2242
H -0.32 1.00 0.79  0.2128
H 1.05 -1.04 0.64  0.2193
H -0.31 -1.93 -0.07  0.1596
C 1.63 -1.18 -1.86  -0.2307
C 2.88 -1.06 -1.06  -0.2588
C 3.62 -2.02 -0.46  -0.0283
N 4.72 -1.61 0.22  -0.5364
C 4.85 -0.32 0.18  0.2899
N 5.80 0.37 0.83  -0.4243
C 5.99 1.78 0.59  -0.4035
H 5.02 2.27 0.49  0.2125
H 6.52 2.21 1.43  0.2080
H 6.57 1.96 -0.32  0.1877
C 6.93 -0.35 1.38  -0.4102
H 6.64 -1.39 1.51  0.2461
H 7.20 0.08 2.35  0.1951
H 7.79 -0.30 0.71  0.1840
S 3.59 0.51 -0.75  0.3160
H 3.41 -3.07 -0.50  0.2069
H 1.80 -0.78 -2.87  0.2065
H 1.38 -2.25 -1.96  0.1804
H -0.27 0.05 -3.12  0.2009
H -1.07 -1.32 -2.31  0.1732
H -2.51 0.66 -2.24  0.2268
H -1.20 1.63 -1.52  0.2182
C -3.07 1.21 0.45  -0.3709
C -2.59 2.64 0.51  -0.2352
C -2.89 3.59 -0.61  -0.4216
C -3.60 3.73 0.70  -0.4152
H -3.34 4.56 1.34  0.2142
H -4.64 3.46 0.75  0.2101
H -2.15 4.32 -0.88  0.2158
H -3.45 3.22 -1.45  0.2127
H -1.65 2.77 1.02  0.2156
H -4.00 1.17 -0.13  0.2094
H -3.30 0.86 1.47  0.2150
H -5.57 -2.02 0.42  0.2223
H -5.73 -3.50 1.37  0.2165
H -5.26 -1.99 2.16  0.2093

Results
Relative energy (zero: lowest compared OMol25 entry of this formula, charge and spin) (kcal/mol): 13.9
Multiplicity: 1
Net charge: 0
SMILES: CCOC(=O)C1(CC2CC2)CCN(Cc2cnc(N(C)C)s2)CC1
Strongest force on any atom (eV Å⁻¹): 0.9
E_tot (eV): -38537.0032
Highest occupied orbital energy (eV): -7.626
Lowest unoccupied orbital energy (Ha): 0.0255
Molecular weight (g mol⁻¹): 351.5